(1)
The following is a quantum chemistry calculation of a structure of composition C5H12N2O, from the OMol25 dataset.

Output
- multiplicity = 1
- strongest force on any atom (eV/Å) = 1.65
- frontier orbital gap (eV) = 8.7
- relative energy (zero: lowest compared OMol25 entry of this formula, charge and spin) (kcal per mole) = 77.8
- HOMO level (eV) = -7.9730
- DFT total energy (eV) = -10405.049
- LUMO (Ha) = 0.028

The geometry in XYZ format:
```
20
Properties=species:S:1:pos:R:3:forces:R:3:lowdin_charge:R:1
C 1.11603 -0.63601 -0.42431 -0.317 0.843 0.227 -0.1910
C -0.47595 0.62692 -1.78867 -0.136 0.038 -0.364 -0.0588
C 1.56943 -0.96198 0.98457 -0.079 0.044 -0.132 -0.0829
N -0.05536 0.34293 -0.42071 0.700 -0.585 -0.145 -0.3136
C -1.49409 -0.65457 0.32651 0.424 -1.147 -1.109 -0.4446
N 0.28981 1.50791 0.29609 0.365 0.581 0.301 0.0624
C -1.75882 -0.16822 1.51890 -0.406 0.701 0.917 -0.0020
O -1.68627 -1.52260 -0.47897 -0.210 0.250 0.159 0.0350
H -0.54572 2.01283 0.57508 -0.138 -0.318 -0.108 0.0872
H 0.84878 2.15725 -0.26250 -0.069 -0.383 -0.106 0.0993
H 1.92817 -0.16595 -0.99572 -0.108 -0.008 0.022 0.1167
H 0.80666 -1.53695 -0.95385 -0.262 0.193 -0.013 0.1181
H -0.85364 -0.28903 -2.23897 0.014 0.020 0.042 0.0888
H -1.27614 1.36862 -1.77275 0.033 -0.064 0.054 0.0997
H 0.35424 1.00949 -2.39280 0.036 0.000 0.125 0.0921
H -1.24291 0.65486 1.96586 0.197 0.110 0.014 0.0291
H -2.56706 -0.61633 2.07012 -0.129 -0.134 0.017 0.0543
H 1.85404 -0.05549 1.51138 0.050 -0.004 0.045 0.0657
H 2.42377 -1.63423 0.94395 0.047 -0.055 -0.011 0.0754
H 0.76503 -1.43943 1.53679 -0.011 -0.081 0.064 0.0692
```
Forces are in eV/Å.

=====

(2)
The following is a quantum chemistry calculation of an isolated molecule of C5H12N2O, from the OMol25 dataset.

Output
- multiplicity = 1
- strongest force on any atom (eV/Å) = 1.18
- frontier orbital gap (eV) = 10.1
- relative energy (zero: lowest compared OMol25 entry of this formula, charge and spin) (kcal per mole) = 28.8
- structure (SMILES) = CNCCNC(C)=O
- HOMO level (eV) = -9.1941
- DFT total energy (eV) = -10407.173
- LUMO (Ha) = 0.035

The geometry in XYZ format:
```
20
Properties=species:S:1:pos:R:3:forces:R:3:lowdin_charge:R:1
C 0.77275 -3.44323 -0.18080 -0.156 0.102 -0.285 -0.1339
N 0.62827 -1.99272 -0.40189 0.189 -0.535 0.568 -0.1245
C -0.50145 -1.42197 0.35035 0.501 0.471 -0.655 -0.2225
C -1.05609 -0.22512 -0.41256 -0.940 0.004 -0.361 -0.2100
N -0.06966 0.79037 -0.72091 -0.048 -0.174 0.450 0.0489
C 0.15186 1.84536 0.14862 -0.101 0.115 -1.101 -0.5349
C -1.08434 2.65185 0.49962 0.602 -0.072 1.015 -0.0035
O 1.27822 2.22199 0.38166 0.155 0.219 0.357 0.0537
H 1.83292 -3.69307 -0.17810 -0.058 -0.155 -0.050 0.0758
H 0.28056 -4.01159 -0.97181 0.039 0.039 -0.074 0.0721
H 0.32898 -3.77368 0.75944 0.108 0.003 0.232 0.0695
H 1.49816 -1.61228 -0.05330 -0.136 0.443 -0.050 0.0936
H -0.20828 -1.09072 1.35453 -0.082 -0.265 0.078 0.1220
H -1.27014 -2.18694 0.39850 -0.195 -0.019 0.244 0.1107
H -1.87313 0.23956 0.14580 0.181 -0.036 0.194 0.1063
H -1.55052 -0.57434 -1.32617 0.357 -0.061 -0.089 0.1180
H 0.78548 0.43786 -1.12851 0.063 -0.123 0.132 0.1254
H -1.29233 2.64059 1.57203 0.195 -0.014 0.018 0.0868
H -1.95949 2.28334 0.00940 -0.468 0.064 -0.500 0.0568
H -0.84052 3.67967 0.23792 -0.205 -0.004 -0.123 0.0899
```
Forces are in eV/Å.

=====

(3)
The following is a quantum chemistry calculation of a cluster of 2 separate species, C5H12N2O in total, from the OMol25 dataset.

Output
- multiplicity = 1
- strongest force on any atom (eV/Å) = 5.15
- frontier orbital gap (eV) = 9.8
- relative energy (zero: lowest compared OMol25 entry of this formula, charge and spin) (kcal per mole) = 60.0
- structure (SMILES) = NCC(N)=O.C=CC
- HOMO level (eV) = -8.9544
- DFT total energy (eV) = -10405.824
- LUMO (Ha) = 0.032

The geometry in XYZ format:
```
20
Properties=species:S:1:pos:R:3:forces:R:3:lowdin_charge:R:1
N 1.72466 -1.14453 1.25174 -0.252 0.096 -0.094 -0.0187
C 1.08221 -1.03286 -0.06344 -0.485 0.737 -0.554 -0.1700
C 1.10978 0.46098 -0.73974 4.624 -2.225 -0.414 -0.5233
N 1.84248 1.33956 0.05818 -1.347 -0.449 -0.284 0.1221
O 1.22433 0.49958 -1.97105 -1.445 0.434 1.398 -0.0064
H 1.35083 -1.94800 1.75096 0.081 0.255 -0.067 0.0682
H 2.72122 -1.31134 1.12558 -0.275 0.093 0.107 0.0749
H 0.07524 -1.45233 -0.05070 0.022 0.251 0.175 0.0836
H 1.63382 -1.63478 -0.78955 -0.101 0.312 -0.289 0.1072
H 1.88450 1.11768 1.04753 0.269 0.206 -0.387 0.0800
H 2.51522 1.92682 -0.41633 -0.354 0.029 0.297 0.1066
C -1.14666 1.47310 -0.45356 -2.326 -0.522 1.483 -0.0369
C -1.67266 0.51073 0.36176 0.844 1.878 -1.267 -0.2349
C -2.50543 -0.60512 -0.15529 0.386 -0.494 -0.126 -0.1243
H -0.80858 2.41271 -0.02842 0.532 -0.329 -0.071 0.0660
H -1.40868 1.49250 -1.50767 0.318 -0.205 0.031 0.0765
H -1.49958 0.57504 1.43176 -0.044 0.032 0.007 0.0992
H -3.56686 -0.35689 -0.05897 0.077 -0.126 -0.105 0.0790
H -2.24252 -0.80306 -1.20396 -0.340 0.079 0.196 0.0861
H -2.31334 -1.51978 0.41118 -0.184 -0.052 -0.034 0.0651
```
Forces are in eV/Å.

=====

(4)
The following is a quantum chemistry calculation of a structure of composition C5H12N2O, from the OMol25 dataset.

Output
- multiplicity = 1
- strongest force on any atom (eV/Å) = 6.42
- frontier orbital gap (eV) = 8.7
- relative energy (zero: lowest compared OMol25 entry of this formula, charge and spin) (kcal per mole) = 298.7
- HOMO level (eV) = -8.6910
- DFT total energy (eV) = -10395.472
- LUMO (Ha) = 0.001

The geometry in XYZ format:
```
20
Properties=species:S:1:pos:R:3:forces:R:3:lowdin_charge:R:1
C 0.83023 -1.26383 0.17381 3.502 -0.249 -1.966 -0.0786
C -0.40293 -0.49991 -0.09512 -4.691 -0.504 0.423 -0.7961
C -1.45841 -0.28271 1.06334 -1.117 1.096 2.377 -0.0802
C -1.03057 -1.43937 -1.18528 -1.949 1.201 -0.851 -0.0959
C 0.36370 1.81566 -0.66873 4.747 -2.842 3.266 -0.1470
H 0.98931 -2.54944 0.18230 -0.917 4.216 0.488 0.1861
H 1.47379 -0.67322 0.99765 -0.594 -1.786 -1.150 0.0570
H 1.11002 -0.91310 -0.94026 1.721 -1.353 2.580 0.1260
H -1.05305 -1.14625 1.95395 -1.741 3.040 -2.128 0.1237
H -2.79815 -0.39826 0.83367 4.644 0.148 0.483 0.1374
H -1.31073 1.21088 1.35135 -0.477 -4.986 -0.108 0.1938
H -1.07961 -2.49675 -0.76221 0.039 1.346 -1.040 0.0898
H -0.35237 -1.26565 -2.10566 -1.391 -0.969 1.177 0.0988
H -2.13546 -1.02877 -1.42880 2.613 -1.123 0.382 0.1173
H 0.09004 2.64392 -1.13884 -1.333 3.576 -2.265 0.0569
H 1.78465 3.15613 -0.12311 0.647 -2.802 0.463 0.1190
H 1.83323 0.39855 1.12861 -0.480 4.845 1.836 0.2447
N -0.34639 0.81234 -0.67454 -0.613 -0.715 -0.736 0.0498
N 1.82161 2.04588 -0.02592 -3.427 3.113 -0.094 -0.1257
O 1.67109 1.87390 1.46382 0.816 -5.253 -3.136 -0.2770
```
Forces are in eV/Å.

=====

(5)
The following is a quantum chemistry calculation of a structure of composition C5H12N2O, from the OMol25 dataset.

Output
- multiplicity = 1
- strongest force on any atom (eV/Å) = 6.40
- frontier orbital gap (eV) = 7.0
- relative energy (zero: lowest compared OMol25 entry of this formula, charge and spin) (kcal per mole) = 133.4
- HOMO level (eV) = -6.2597
- DFT total energy (eV) = -10402.639
- LUMO (Ha) = 0.028

The geometry in XYZ format:
```
20
Properties=species:S:1:pos:R:3:forces:R:3:lowdin_charge:R:1
C 1.12369 2.55102 0.52192 -0.276 -0.243 0.069 -0.0699
C 1.02375 1.28058 1.32926 0.669 -1.087 -0.791 -0.3251
N 0.03398 -0.12002 0.64300 1.928 5.903 1.529 0.0813
N 1.68739 0.99825 2.36016 -0.457 -0.436 -0.410 0.0888
H -0.29445 -0.18237 1.60040 0.397 -1.931 -0.360 0.0708
H 0.76884 -0.61582 0.16372 0.336 -0.690 1.293 0.0780
H 2.36807 1.70650 2.66529 -0.511 0.110 -0.162 0.0545
H 1.36098 2.31794 -0.51731 -0.129 0.020 0.003 0.0715
H 1.89543 3.22123 0.92077 -0.093 -0.255 0.026 0.0703
H 0.17376 3.08760 0.55523 -0.033 -0.072 -0.165 0.0735
C -1.10766 -0.31633 -1.81268 0.334 0.075 0.479 -0.0875
C -1.01809 -2.30647 -0.29479 -0.912 2.302 0.693 -0.2490
C -1.26626 -0.94035 -0.44322 -2.398 -3.605 -1.673 -0.3257
O -0.13842 -2.93913 -1.12409 0.804 -0.541 -0.662 -0.0398
H 0.10067 -3.79958 -0.76623 -0.057 0.176 -0.007 0.0915
H -1.31774 -2.83686 0.60191 -0.100 -0.041 -0.079 0.0949
H -2.17212 -0.61653 0.06144 0.337 0.123 0.360 0.1105
H -0.19505 -0.66768 -2.29037 0.072 0.065 -0.088 0.0704
H -1.08094 0.76616 -1.72030 0.088 0.166 -0.098 0.0623
H -1.94583 -0.58815 -2.45411 0.001 -0.040 0.044 0.0788
```
Forces are in eV/Å.

=====

(6)
The following is a quantum chemistry calculation of an isolated molecule of C5H12N2O, from the OMol25 dataset.

Output
- multiplicity = 1
- strongest force on any atom (eV/Å) = 4.95
- frontier orbital gap (eV) = 10.4
- relative energy (zero: lowest compared OMol25 entry of this formula, charge and spin) (kcal per mole) = 55.4
- structure (SMILES) = CNC(=O)CCCN
- HOMO level (eV) = -9.5801
- DFT total energy (eV) = -10406.024
- LUMO (Ha) = 0.029

The geometry in XYZ format:
```
20
Properties=species:S:1:pos:R:3:forces:R:3:lowdin_charge:R:1
C -1.20291 1.26547 2.62462 0.787 -1.969 -1.214 -0.0486
N -0.97461 0.06132 1.64637 -3.011 1.117 -0.703 -0.0191
C 0.29235 -0.26891 1.19080 0.427 3.385 2.105 -0.5379
O 1.27237 0.39448 1.61947 -1.745 -1.801 -0.812 0.0018
C 0.39672 -1.37423 0.22994 0.272 1.196 -2.133 -0.0800
C 1.13234 -0.78047 -1.12433 1.908 1.504 4.315 -0.1775
C 0.27258 -0.49729 -2.24553 -2.926 -1.126 -3.774 -0.3357
N -0.06808 0.93599 -2.47837 -1.169 -1.274 0.574 -0.0034
H -2.31887 1.40020 2.81163 1.714 -0.437 -0.039 0.0920
H -0.77911 2.11385 2.10030 -0.121 0.460 0.227 0.0582
H -0.53523 1.03812 3.49748 -1.131 0.392 -0.554 0.0874
H -1.82380 -0.01880 0.95264 2.543 -0.298 1.807 0.1649
H 1.10456 -2.01230 0.68936 0.499 -1.156 0.315 0.0998
H -0.59110 -1.85140 0.08035 0.732 0.080 -0.235 0.1162
H 1.57873 0.27233 -0.77891 -0.794 -2.255 -0.483 0.1430
H 2.04352 -1.36056 -1.24669 -0.246 -0.326 -0.595 0.0996
H -0.68434 -1.06124 -2.13599 0.282 0.597 0.254 0.1041
H 0.54773 -0.99770 -3.27238 0.288 1.329 1.780 0.1410
H 0.80211 1.37212 -2.52739 1.764 1.183 -0.521 0.0263
H -0.46499 1.36902 -1.63338 -0.073 -0.601 -0.314 0.0680
```
Forces are in eV/Å.

=====

Question: Which of these has the lowest frontier orbital gap?
Answer: number 5

=====

Please write out number 3 again, unchanged.
The following is a quantum chemistry calculation of a cluster of 2 separate species, C5H12N2O in total, from the OMol25 dataset.

Output
- multiplicity = 1
- strongest force on any atom (eV/Å) = 5.15
- frontier orbital gap (eV) = 9.8
- relative energy (zero: lowest compared OMol25 entry of this formula, charge and spin) (kcal per mole) = 60.0
- structure (SMILES) = NCC(N)=O.C=CC
- HOMO level (eV) = -8.9544
- DFT total energy (eV) = -10405.824
- LUMO (Ha) = 0.032

The geometry in XYZ format:
```
20
Properties=species:S:1:pos:R:3:forces:R:3:lowdin_charge:R:1
N 1.72466 -1.14453 1.25174 -0.252 0.096 -0.094 -0.0187
C 1.08221 -1.03286 -0.06344 -0.485 0.737 -0.554 -0.1700
C 1.10978 0.46098 -0.73974 4.624 -2.225 -0.414 -0.5233
N 1.84248 1.33956 0.05818 -1.347 -0.449 -0.284 0.1221
O 1.22433 0.49958 -1.97105 -1.445 0.434 1.398 -0.0064
H 1.35083 -1.94800 1.75096 0.081 0.255 -0.067 0.0682
H 2.72122 -1.31134 1.12558 -0.275 0.093 0.107 0.0749
H 0.07524 -1.45233 -0.05070 0.022 0.251 0.175 0.0836
H 1.63382 -1.63478 -0.78955 -0.101 0.312 -0.289 0.1072
H 1.88450 1.11768 1.04753 0.269 0.206 -0.387 0.0800
H 2.51522 1.92682 -0.41633 -0.354 0.029 0.297 0.1066
C -1.14666 1.47310 -0.45356 -2.326 -0.522 1.483 -0.0369
C -1.67266 0.51073 0.36176 0.844 1.878 -1.267 -0.2349
C -2.50543 -0.60512 -0.15529 0.386 -0.494 -0.126 -0.1243
H -0.80858 2.41271 -0.02842 0.532 -0.329 -0.071 0.0660
H -1.40868 1.49250 -1.50767 0.318 -0.205 0.031 0.0765
H -1.49958 0.57504 1.43176 -0.044 0.032 0.007 0.0992
H -3.56686 -0.35689 -0.05897 0.077 -0.126 -0.105 0.0790
H -2.24252 -0.80306 -1.20396 -0.340 0.079 0.196 0.0861
H -2.31334 -1.51978 0.41118 -0.184 -0.052 -0.034 0.0651
```
Forces are in eV/Å.